Density functional theory data (ωB97M-V/def2-TZVPD) for C15H20N13O5PPt as an isolated structure at a distorted geometry.

Each line ends with the natural charge from an NBO analysis.
Element x y z (Å)
1 Pt 0.334 -0.435 -0.281  1.381
2 N 2.768 -0.761 2.151  -0.591
3 C 1.459 -0.815 2.526  0.452
4 N 1.007 -1.023 3.746  -0.360
5 N -0.330 -0.958 3.644  -0.077
6 N -0.691 -0.728 2.439  -0.112
7 N 0.418 -0.631 1.685  -0.410
8 C 3.158 -0.582 0.851  0.440
9 N 4.400 -0.546 0.420  -0.349
10 N 4.310 -0.330 -0.899  -0.061
11 N 3.093 -0.232 -1.271  -0.088
12 N 2.315 -0.384 -0.187  -0.411
13 H 3.476 -0.929 2.846  0.442
14 O -4.068 -0.614 -4.570  -0.455
15 C -3.187 -0.567 -3.768  0.405
16 C -3.399 -0.749 -2.207  0.387
17 O -4.504 -0.929 -1.751  -0.517
18 C -2.084 -0.609 -1.648  0.170
19 C -1.108 -0.396 -2.658  0.221
20 O 0.131 -0.263 -2.356  -0.646
21 C -1.724 -0.318 -3.978  0.369
22 O -1.229 -0.077 -5.061  -0.499
23 O -1.729 -0.607 -0.394  -0.657
24 C -2.314 3.702 0.999  -0.610
25 C -1.911 2.263 0.681  -0.742
26 P -0.248 2.076 -0.065  1.278
27 C 0.823 3.041 1.075  -0.739
28 C 2.319 2.931 0.782  -0.609
29 C -0.329 3.020 -1.641  -0.738
30 C 0.848 2.738 -2.578  -0.627
31 H -3.330 3.700 1.388  0.241
32 H -2.290 4.333 0.112  0.210
33 H -1.666 4.136 1.758  0.209
34 H -2.622 1.811 -0.014  0.264
35 H -1.930 1.649 1.585  0.272
36 H 0.610 2.652 2.075  0.249
37 H 0.505 4.084 1.032  0.248
38 H 2.632 1.889 0.764  0.220
39 H 2.888 3.438 1.559  0.230
40 H 2.572 3.381 -0.175  0.217
41 H -0.388 4.086 -1.409  0.248
42 H -1.265 2.719 -2.122  0.254
43 H 1.775 3.156 -2.192  0.207
44 H 0.656 3.174 -3.557  0.233
45 H 0.994 1.668 -2.713  0.264
46 N -0.155 -6.836 1.489  -0.768
47 C -0.124 -5.502 1.349  0.666
48 N -0.351 -4.741 2.435  -0.781
49 N 0.134 -5.017 0.165  -0.631
50 C 0.220 -3.784 -0.175  0.583
51 N 0.330 -2.724 -0.633  -0.552
52 H -0.265 -7.269 2.387  0.404
53 H 0.053 -7.410 0.692  0.427
54 H -0.598 -5.144 3.321  0.409
55 H -0.390 -3.739 2.348  0.427

Its relative energy (zero: lowest compared OMol25 entry of this formula, charge and spin) is 99.3 kJ/mol. Its HOMO energy (alpha / beta) is -8.16 / -8.16 eV.

=====

Density functional theory data (ωB97M-V/def2-TZVPD) for a 2-piece molecular cluster, C15H20N2O3 overall at a distorted geometry.

Each line ends with the natural charge from an NBO analysis.
Element x y z (Å)
1 C -0.626 5.477 1.776  -0.408
2 C -1.471 4.601 1.226  -0.153
3 C -1.605 4.381 -0.262  -0.498
4 C -0.402 3.630 -0.782  0.070
5 C 0.871 4.201 -0.857  -0.183
6 C 1.970 3.489 -1.321  -0.183
7 C 1.861 2.159 -1.719  -0.186
8 C 0.604 1.592 -1.659  -0.063
9 C -0.502 2.308 -1.208  -0.187
10 C -1.672 1.403 -1.297  0.684
11 O -2.815 1.570 -0.985  -0.530
12 N -1.241 0.150 -1.887  -0.659
13 C 0.171 0.212 -1.994  0.655
14 O 0.890 -0.699 -2.283  -0.532
15 H -0.386 6.411 1.277  0.187
16 H -0.164 5.314 2.739  0.205
17 H -2.090 4.007 1.890  0.208
18 H -2.473 3.754 -0.428  0.255
19 H -1.709 5.344 -0.766  0.230
20 H 0.972 5.232 -0.548  0.222
21 H 2.933 3.977 -1.366  0.221
22 H 2.706 1.579 -2.060  0.235
23 H -1.530 -0.541 -1.196  0.408
24 C 1.814 -5.364 1.490  -0.248
25 O 1.840 -3.961 1.303  -0.548
26 C 1.139 -3.490 0.167  -0.076
27 C -0.372 -3.318 0.370  -0.077
28 C -1.152 -4.628 0.348  -0.614
29 N -0.682 -2.603 1.614  -0.827
30 H 1.821 -5.898 0.535  0.169
31 H 0.945 -5.671 2.077  0.164
32 H 2.708 -5.638 2.049  0.189
33 H 1.559 -2.504 -0.047  0.191
34 H 1.353 -4.120 -0.706  0.167
35 H -0.733 -2.711 -0.467  0.180
36 H -1.032 -5.192 1.272  0.202
37 H -2.218 -4.429 0.230  0.220
38 H -0.836 -5.260 -0.484  0.205
39 H -0.246 -1.685 1.587  0.347
40 H -0.198 -3.080 2.370  0.357

Its relative energy (zero: lowest compared OMol25 entry of this formula, charge and spin) is 277.9 kJ/mol. Its HOMO energy is -9.25 eV.

=====

Density functional theory data (ωB97M-V/def2-TZVPD) for C15H20N2O3S in the gas phase at a distorted geometry.

Each line ends with the natural charge from an NBO analysis.
Element x y z (Å)
1 C 7.276 1.168 -0.278  -0.390
2 C 6.095 0.645 -0.545  -0.183
3 C 5.568 -0.610 0.079  -0.272
4 N 4.254 -0.403 0.654  -0.613
5 C 3.139 -0.987 0.155  0.690
6 O 3.171 -1.806 -0.736  -0.618
7 C 1.853 -0.520 0.835  -0.312
8 C 1.511 0.911 0.401  -0.412
9 C 0.220 1.355 1.090  -0.229
10 N -0.880 0.458 0.810  -0.677
11 S -1.637 0.695 -0.674  2.300
12 O -1.112 -0.151 -1.709  -0.943
13 O -1.663 2.109 -0.906  -0.941
14 C -3.287 0.137 -0.256  -0.249
15 C -3.994 0.846 0.694  -0.203
16 C -5.270 0.430 1.036  -0.211
17 C -5.818 -0.688 0.425  -0.187
18 C -5.099 -1.390 -0.529  -0.211
19 C -3.823 -0.975 -0.874  -0.218
20 C -0.603 -0.930 1.114  -0.227
21 C 0.686 -1.434 0.465  -0.422
22 H 7.623 2.069 -0.755  0.202
23 H 7.956 0.706 0.420  0.189
24 H 5.424 1.117 -1.250  0.202
25 H 5.438 -1.384 -0.685  0.249
26 H 6.256 -0.977 0.848  0.194
27 H 4.173 0.303 1.368  0.391
28 H 2.007 -0.538 1.922  0.203
29 H 1.355 0.930 -0.680  0.225
30 H 2.316 1.606 0.650  0.209
31 H 0.358 1.389 2.177  0.194
32 H -0.087 2.340 0.735  0.244
33 H -3.538 1.714 1.142  0.236
34 H -5.837 0.975 1.775  0.220
35 H -6.814 -1.011 0.692  0.218
36 H -5.532 -2.258 -1.005  0.221
37 H -3.234 -1.492 -1.616  0.245
38 H -0.541 -1.022 2.205  0.198
39 H -1.459 -1.511 0.765  0.218
40 H 0.889 -2.456 0.789  0.222
41 H 0.568 -1.435 -0.619  0.249

Its relative energy (zero: lowest compared OMol25 entry of this formula, charge and spin) is 177.3 kJ/mol. Its HOMO energy is -9.31 eV.

=====

Density functional theory data (ωB97M-V/def2-TZVPD) for C15H20N2O5S in the gas phase.

Each line ends with the natural charge from an NBO analysis.
Element x y z (Å)
1 C -5.296 -2.644 -0.413  -0.709
2 C -4.365 -1.453 -0.384  0.689
3 O -4.700 -0.325 -0.688  -0.645
4 N -3.115 -1.750 0.029  -0.625
5 C -2.027 -0.804 0.027  -0.148
6 C -2.124 0.189 1.210  -0.417
7 C -2.731 1.512 0.784  -0.665
8 S -1.480 2.545 -0.038  2.168
9 C -0.536 3.294 1.321  -0.865
10 O -0.561 1.696 -0.770  -0.994
11 O -2.121 3.594 -0.772  -0.926
12 C -0.721 -1.611 0.113  0.695
13 O -0.730 -2.795 0.387  -0.629
14 N 0.358 -0.840 -0.118  -0.647
15 C 1.710 -1.178 -0.036  0.228
16 C 2.166 -2.474 0.188  -0.237
17 C 3.528 -2.715 0.267  -0.201
18 C 4.445 -1.689 0.128  -0.198
19 C 3.997 -0.386 -0.089  -0.152
20 C 4.908 0.782 -0.216  0.579
21 C 6.363 0.487 -0.486  -0.718
22 O 4.496 1.915 -0.105  -0.538
23 C 2.630 -0.144 -0.170  -0.219
24 H -4.947 -3.365 -1.148  0.232
25 H -6.295 -2.313 -0.681  0.240
26 H -5.321 -3.125 0.562  0.227
27 H -2.834 -2.701 0.241  0.427
28 H -2.037 -0.237 -0.911  0.240
29 H -1.132 0.360 1.635  0.215
30 H -2.743 -0.269 1.985  0.239
31 H -3.550 1.355 0.081  0.304
32 H -3.081 2.104 1.624  0.239
33 H -1.179 4.001 1.828  0.243
34 H -0.196 2.515 1.991  0.234
35 H 0.312 3.804 0.882  0.263
36 H 0.171 0.129 -0.395  0.449
37 H 1.459 -3.279 0.298  0.251
38 H 3.875 -3.722 0.440  0.217
39 H 5.498 -1.905 0.205  0.214
40 H 6.883 1.415 -0.711  0.240
41 H 6.813 0.039 0.398  0.233
42 H 6.464 -0.205 -1.317  0.230
43 H 2.289 0.866 -0.348  0.238

Its relative energy (zero: lowest compared OMol25 entry of this formula, charge and spin) is 80.3 kJ/mol. Its HOMO energy is -8.83 eV.

=====

Density functional theory data (ωB97M-V/def2-TZVPD) for C15H20N6O4 in the gas phase at a distorted geometry.

Each line ends with the natural charge from an NBO analysis.
Element x y z (Å)
1 N 5.315 2.666 -0.373  -0.645
2 N 4.810 1.370 -0.171  -0.436
3 C 3.545 1.170 0.256  0.597
4 O 2.824 2.078 0.636  -0.627
5 C 3.136 -0.249 0.236  0.096
6 N 3.837 -1.159 -0.316  -0.057
7 O 3.257 -2.372 -0.204  -0.342
8 C 1.987 -2.263 0.478  0.050
9 C 0.895 -2.825 -0.444  -0.087
10 O -0.363 -2.862 0.186  -0.546
11 C -1.175 -1.701 0.113  0.567
12 C -2.407 -2.025 0.976  -0.442
13 C -3.351 -0.815 1.044  -0.221
14 N -3.237 -0.014 -0.156  -0.410
15 C -2.657 1.210 -0.087  0.588
16 N -2.675 1.838 1.095  -0.508
17 C -2.133 3.037 1.143  0.108
18 C -1.577 3.656 0.031  -0.371
19 C -1.640 2.933 -1.150  0.104
20 N -2.169 1.727 -1.223  -0.530
21 C -3.036 -0.803 -1.348  -0.219
22 C -1.629 -1.424 -1.340  -0.486
23 O -0.586 -0.579 0.732  -0.558
24 C 0.621 -0.056 0.241  -0.074
25 C 1.850 -0.768 0.831  -0.309
26 H 4.521 3.302 -0.274  0.378
27 H 5.987 2.892 0.363  0.353
28 H 5.331 0.613 -0.589  0.410
29 H 2.039 -2.889 1.375  0.200
30 H 1.148 -3.865 -0.670  0.205
31 H 0.873 -2.266 -1.386  0.176
32 H -2.059 -2.292 1.972  0.233
33 H -2.892 -2.896 0.537  0.211
34 H -4.387 -1.156 1.151  0.195
35 H -3.097 -0.169 1.884  0.252
36 H -2.150 3.518 2.113  0.193
37 H -1.127 4.632 0.083  0.225
38 H -1.247 3.325 -2.081  0.193
39 H -3.805 -1.579 -1.362  0.196
40 H -3.157 -0.158 -2.218  0.242
41 H -0.945 -0.728 -1.825  0.221
42 H -1.622 -2.365 -1.891  0.225
43 H 0.668 -0.064 -0.854  0.172
44 H 0.645 0.987 0.571  0.236
45 H 1.832 -0.612 1.913  0.240

Its relative energy (zero: lowest compared OMol25 entry of this formula, charge and spin) is 5.4 kJ/mol. Its HOMO energy is -8.23 eV.

=====

Density functional theory data (ωB97M-V/def2-TZVPD) for a 5-piece molecular cluster, C15H20O15 overall at a distorted geometry.

Each line ends with the natural charge from an NBO analysis.
Element x y z (Å)
1 O 5.202 11.717 10.976  -0.639
2 C 4.207 11.846 10.290  0.972
3 O 3.839 11.035 9.270  -0.512
4 C 2.470 11.228 8.956  -0.099
5 C 2.477 12.658 9.403  -0.120
6 O 3.353 12.699 10.486  -0.447
7 H 2.388 11.152 7.871  0.223
8 H 1.873 10.587 9.604  0.200
9 H 1.477 12.964 9.711  0.222
10 H 2.856 13.401 8.701  0.203
11 O 4.866 14.603 6.093  -0.616
12 C 5.676 13.778 6.654  0.976
13 O 6.389 12.774 6.104  -0.480
14 C 7.045 11.999 7.067  -0.104
15 C 7.139 13.014 8.167  -0.110
16 O 6.004 13.848 7.919  -0.493
17 H 6.495 11.136 7.443  0.204
18 H 8.081 11.839 6.769  0.212
19 H 8.068 13.580 8.101  0.181
20 H 7.234 12.714 9.211  0.232
21 O 3.083 18.640 11.094  -0.595
22 C 3.821 17.975 10.380  0.973
23 O 3.516 16.797 9.839  -0.510
24 C 4.651 16.175 9.324  -0.124
25 C 5.446 17.414 8.856  -0.095
26 O 4.872 18.385 9.729  -0.482
27 H 4.951 15.531 10.151  0.202
28 H 4.308 15.778 8.369  0.228
29 H 5.333 17.607 7.790  0.206
30 H 6.493 17.151 9.007  0.196
31 O 5.372 8.519 16.684  -0.601
32 C 5.377 8.638 15.497  0.962
33 O 6.254 8.207 14.741  -0.467
34 C 6.137 8.578 13.383  -0.089
35 C 4.789 9.318 13.491  -0.115
36 O 4.431 9.262 14.821  -0.478
37 H 7.009 9.160 13.084  0.200
38 H 5.976 7.666 12.809  0.193
39 H 4.027 8.706 13.007  0.177
40 H 4.934 10.273 12.987  0.216
41 O -1.999 15.297 10.517  -0.581
42 C -1.036 15.422 11.255  0.971
43 O -0.748 16.588 11.743  -0.456
44 C 0.383 16.552 12.514  -0.114
45 C 0.972 15.139 12.285  -0.086
46 O -0.039 14.512 11.603  -0.507
47 H 1.067 17.325 12.166  0.221
48 H 0.358 16.645 13.600  0.184
49 H 1.171 14.679 13.253  0.182
50 H 1.884 15.121 11.688  0.183

Its relative energy (zero: lowest compared OMol25 entry of this formula, charge and spin) is 310.4 kJ/mol. Its HOMO energy is -10.63 eV.